C24H33GeN8O5RhS2Se | ωB97M-V/def2-TZVPD

Last column: Löwdin charge in e.
Positions of all 75 atoms, in Å:
1 C -0.91 0.51 -3.51  0.004
2 C 3.02 -2.77 1.22  -0.001
3 H -3.32 3.07 4.85  0.021
4 N 0.98 -0.92 5.32  -0.015
5 C 0.99 -2.32 -0.31  -0.213
6 C 1.52 0.61 -2.33  -0.150
7 H -1.17 -2.74 -3.45  0.129
8 N -3.07 0.84 1.19  -0.257
9 C 3.47 -0.83 5.51  -0.090
10 N 1.03 -1.52 1.89  -0.144
11 C -0.54 -2.65 -2.58  0.000
12 H -3.43 1.91 3.51  -0.008
13 O -2.53 -0.26 0.68  -0.347
14 H 3.63 -0.87 4.43  0.047
15 C -3.37 2.97 3.77  -0.209
16 C 1.79 1.50 1.20  -0.311
17 H 3.44 0.21 5.82  0.077
18 H 2.01 -0.87 -6.19  0.098
19 H -1.94 6.08 4.11  0.023
20 H -1.98 -1.49 -1.44  0.125
21 Ge -1.82 3.82 2.94  0.764
22 H 3.68 -2.60 0.36  0.087
23 H -0.99 4.94 5.08  0.021
24 H -0.27 5.72 3.66  0.019
25 H 2.06 -1.49 6.97  0.117
26 H 2.48 0.63 -1.82  0.101
27 H 2.49 -3.46 -1.33  0.115
28 N 0.47 1.04 -1.63  0.008
29 S -1.02 -0.62 3.63  0.696
30 H 2.18 1.10 2.13  0.033
31 C 0.72 -3.19 -2.53  -0.011
32 C 0.58 -1.90 -7.43  -0.115
33 C 1.68 -2.16 0.98  -0.234
34 H 2.92 -3.85 1.34  0.107
35 C 2.18 -1.54 5.89  -0.233
36 H 2.33 -0.25 -4.10  0.108
37 H 0.20 -0.79 5.94  0.116
38 H 0.66 3.11 2.92  0.023
39 H 1.31 -2.23 -8.16  0.109
40 C 0.98 -1.14 -6.33  -0.004
41 O -3.93 -2.00 -5.69  -0.375
42 C 1.43 0.12 -3.61  -0.011
43 H -1.56 1.41 -1.67  0.105
44 O -4.15 1.09 0.78  0.017
45 O -3.72 -1.75 -8.12  -0.349
46 H -0.30 1.91 3.79  -0.021
47 N -0.26 -1.79 -0.38  0.007
48 Rh -0.75 -0.75 1.41  0.676
49 H 2.21 -2.60 5.61  0.117
50 C -1.57 -1.86 -6.73  -0.336
51 H 2.11 2.53 1.05  0.049
52 C 0.65 -1.03 4.02  -0.733
53 N 1.55 -1.42 3.16  0.031
54 H 3.47 -2.36 2.11  0.069
55 C -1.18 5.29 4.06  -0.221
56 H -2.99 5.15 1.13  0.028
57 H 4.31 -1.31 6.01  0.076
58 C -0.72 1.04 -2.25  -0.147
59 N -1.30 -1.09 -5.68  0.151
60 H 1.12 -3.74 -3.37  0.126
61 H 2.08 0.90 0.35  -0.005
62 N -0.67 -2.27 -7.63  0.133
63 H -1.90 0.44 -3.95  0.129
64 S -3.29 -2.44 -6.92  0.384
65 O -3.12 -3.87 -7.04  -0.360
66 C -0.28 2.55 2.91  -0.531
67 H -1.29 4.92 0.69  0.025
68 C 0.18 0.00 -4.21  -0.153
69 H -4.29 3.45 3.42  0.029
70 C 1.50 -3.03 -1.38  0.010
71 C -2.17 4.43 1.12  -0.219
72 C -1.00 -1.94 -1.47  -0.075
73 Se -0.14 1.53 1.25  1.017
74 H -2.46 3.60 0.47  -0.001
75 C -0.04 -0.74 -5.47  -0.244

Output
Highest occupied orbital energy = -7.2 eV
Gap between HOMO and LUMO = 4.363 eV
E = -7133.7548 Ha
Molecular weight = 832.189 g/mol